# 1
A 2-piece molecular cluster, C32H36N5O3 overall in a non-equilibrium geometry. Source: OMol25; level of theory: the ωB97M-V functional and the def2-TZVPD basis.

Last column: Löwdin charge in e.
Atoms and positions in Å:
C1 -1.109 -2.565 2.085  -0.02
N1 -0.675 -1.172 2.132  -0.04
C2 -1.522 -0.041 2.133  -0.30
C3 -2.866 -0.041 2.116  0.01
N2 -0.675 1.091 2.142  -0.04
C4 -1.110 2.484 2.085  -0.02
C5 0.673 0.663 2.131  -0.15
C6 0.673 -0.744 2.128  -0.14
C7 1.872 -1.446 2.118  -0.02
C8 3.057 -0.737 2.114  -0.09
C9 3.057 0.654 2.115  -0.09
C10 1.872 1.363 2.121  -0.03
H1 -0.247 -3.228 2.035  0.08
H2 -1.683 -2.812 2.977  0.09
H3 -1.726 -2.738 1.205  0.09
H4 -3.416 0.876 2.100  0.03
H5 -3.416 -0.957 2.098  0.02
H6 -0.249 3.147 2.035  0.08
H7 -1.724 2.651 1.202  0.09
H8 -1.688 2.735 2.973  0.08
H9 1.864 -2.521 2.115  0.10
H10 3.994 -1.269 2.112  0.10
H11 3.994 1.185 2.112  0.10
H12 1.865 2.438 2.118  0.10
C11 -10.117 -3.022 7.223  0.00
N3 -9.244 -2.385 6.251  -0.03
C12 -9.577 -2.317 4.916  -0.39
O1 -10.573 -2.765 4.390  0.13
C13 -8.452 -1.562 4.222  -0.14
C14 -8.957 -0.272 3.567  -0.08
C15 -9.990 -0.489 2.494  -0.24
C16 -11.273 0.021 2.634  -0.04
C17 -12.237 -0.220 1.676  -0.07
C18 -11.935 -0.972 0.561  -0.08
C19 -10.657 -1.466 0.400  -0.07
C20 -9.690 -1.220 1.355  -0.04
N4 -7.404 -1.296 5.260  0.08
C21 -6.200 -0.707 5.024  0.05
C22 -5.265 -0.477 6.018  -0.06
C23 -4.048 0.153 5.883  0.06
C24 -3.133 0.356 6.962  -0.18
C25 -3.406 -0.092 8.266  0.08
C26 -2.510 0.108 9.293  -0.12
N5 -2.829 -0.380 10.627  -0.31
O2 -2.009 -0.192 11.543  0.09
O3 -3.914 -0.968 10.798  0.07
C27 -1.314 0.763 9.053  0.04
C28 -1.019 1.216 7.781  -0.03
C29 -1.907 1.018 6.747  0.02
C30 -7.904 -1.823 6.584  -0.43
C31 -8.084 -0.691 7.588  0.02
C32 -7.026 -2.968 7.082  0.02
H13 -11.038 -3.338 6.737  0.10
H14 -9.625 -3.891 7.655  0.09
H15 -10.358 -2.323 8.021  0.09
H16 -8.013 -2.221 3.462  0.17
H17 -9.380 0.363 4.352  0.13
H18 -8.108 0.280 3.149  0.12
H19 -11.509 0.604 3.508  0.11
H20 -13.234 0.169 1.807  0.11
H21 -12.696 -1.184 -0.174  0.11
H22 -10.418 -2.060 -0.467  0.11
H23 -8.690 -1.600 1.230  0.11
H24 -5.974 -0.407 4.019  0.15
H25 -5.519 -0.822 6.998  0.06
H26 -3.755 0.523 4.917  0.11
H27 -4.320 -0.606 8.502  0.11
H28 -0.631 0.905 9.874  0.13
H29 -0.086 1.724 7.601  0.12
H30 -1.669 1.363 5.755  0.12
H31 -8.798 0.029 7.192  0.10
H32 -8.472 -1.063 8.534  0.10
H33 -7.159 -0.159 7.791  0.08
H34 -7.036 -3.768 6.344  0.11
H35 -5.992 -2.673 7.234  0.07
H36 -7.403 -3.373 8.019  0.10

Atomic forces in eV per Å
-0.1 0.8 0.0
0.4 0.7 0.0
1.6 0.0 0.0
-0.2 0.0 0.3
0.4 -0.7 0.0
0.0 -0.8 0.0
-0.4 -0.4 0.0
-0.4 0.4 0.0
-0.9 -0.1 0.0
0.2 0.4 0.0
0.2 -0.4 0.0
-0.9 0.1 0.0
0.0 0.2 0.0
-0.1 -0.1 0.1
-0.1 0.0 -0.1
-0.1 0.4 -0.1
-0.1 -0.4 -0.1
0.0 -0.2 0.0
-0.1 0.0 -0.1
-0.1 0.1 0.1
0.1 -0.3 0.0
0.1 -0.1 0.0
0.1 0.1 0.0
0.1 0.3 0.0
0.4 0.1 0.3
0.4 0.5 -1.2
0.1 -0.3 0.9
0.8 0.4 0.3
0.7 0.1 -0.9
0.0 0.5 0.2
-0.2 -0.1 -0.1
0.2 0.0 0.2
-0.2 0.1 0.1
-0.2 -0.1 -0.1
0.2 -0.2 -0.1
0.1 0.1 0.1
0.9 0.5 -0.5
-3.1 -1.4 0.2
1.5 0.5 1.1
-1.5 -0.6 -0.4
0.8 0.2 1.0
-0.2 -0.1 0.0
0.1 0.2 -0.9
-0.4 -0.9 2.7
-1.3 -0.2 -2.0
1.7 1.0 -0.7
0.1 -0.1 0.5
0.1 0.0 0.0
-0.5 -0.3 -0.2
-0.6 -0.4 0.5
0.0 0.2 -0.1
0.2 -0.1 -0.2
0.2 0.1 -0.2
-0.1 -0.1 0.0
-0.1 0.0 0.1
-0.1 0.1 0.1
0.0 0.0 0.0
0.1 -0.1 0.0
-0.1 0.1 0.2
-0.1 0.1 0.0
0.0 0.0 -0.1
0.1 -0.1 -0.1
0.2 -0.2 -0.2
-0.2 0.0 -0.5
0.0 0.0 0.2
0.2 0.1 -0.5
-0.1 -0.1 0.1
0.1 0.0 0.1
0.1 0.1 0.0
0.1 0.1 -0.2
-0.1 0.1 0.0
0.0 -0.1 0.0
0.0 0.0 0.1
0.0 -0.1 0.0
0.0 0.0 0.1
-0.1 0.1 0.0

LUMO level = -5.073 eV
total charge = +1
calculated total energy = -47352.034 eV
HOMO = -9.16 eV
HOMO-LUMO gap = 4.090 eV

***

# 2
One molecule with the formula C5H11NO in a non-equilibrium geometry. Source: OMol25; level of theory: the ωB97M-V functional and the def2-TZVPD basis.

Last column: Löwdin charge in e.
Atoms and positions in Å:
C1 1.424 -2.439 1.578  -0.02
C2 1.377 -1.436 0.718  -0.18
C3 0.389 -0.287 0.779  -0.16
C4 0.141 0.388 -0.596  -0.38
N1 0.564 1.765 -0.496  0.03
C5 -1.353 0.225 -1.019  -0.22
O1 -2.084 1.384 -0.634  -0.08
H1 2.072 -3.299 1.493  0.05
H2 0.740 -2.470 2.426  0.06
H3 2.083 -1.429 -0.112  0.10
H4 0.770 0.460 1.474  0.11
H5 -0.524 -0.717 1.183  0.11
H6 0.771 -0.106 -1.334  0.12
H7 0.349 2.297 -1.330  0.08
H8 0.195 2.243 0.311  0.07
H9 -1.397 0.133 -2.116  0.11
H10 -1.802 -0.666 -0.565  0.11
H11 -2.913 1.418 -1.116  0.08

Atomic forces in eV per Å
-0.5 -0.2 0.4
0.2 0.1 -0.3
0.5 -0.5 -0.2
-0.8 -0.1 1.1
0.7 0.2 -0.5
0.2 0.2 -0.7
0.1 0.1 0.3
0.3 0.2 -0.1
0.0 0.0 -0.1
-0.1 0.0 0.1
-0.1 0.1 0.1
-0.2 0.3 0.1
-0.1 -0.1 -0.2
-0.1 0.0 0.2
-0.3 -0.1 -0.1
0.0 -0.1 0.2
0.2 -0.1 -0.1
0.0 -0.1 0.0

SMILES = C=CC[C@H](N)CO
LUMO level = 0.850 eV
total charge = 0
calculated total energy = -8899.721 eV
HOMO = -9.10 eV
HOMO-LUMO gap = 9.950 eV

***

# 3
An isolated ion of composition C8H15N2 and charge +1 in a non-equilibrium geometry. Source: OMol25; level of theory: the ωB97M-V functional and the def2-TZVPD basis.

Last column: Löwdin charge in e.
Atoms and positions in Å:
C1 0.132 2.915 -0.896  0.12
C2 0.229 1.791 -0.177  -0.28
C3 -0.484 1.761 1.093  -0.05
C4 1.211 0.719 -0.616  -0.20
C5 2.521 1.144 -1.096  0.00
N1 0.986 -0.564 -0.621  0.11
N2 -0.073 -1.242 -0.251  -0.19
C6 -1.212 -1.473 -1.091  0.03
C7 0.017 -1.967 0.836  -0.02
C8 -0.703 -2.917 1.737  0.00
H1 0.800 3.081 -1.703  0.07
H2 -0.358 3.784 -0.608  0.07
H3 -0.465 0.643 1.387  0.09
H4 -1.579 1.980 1.046  0.11
H5 -0.037 2.250 1.876  0.06
H6 3.172 0.306 -1.166  0.09
H7 2.971 1.862 -0.561  0.06
H8 2.421 1.405 -2.184  0.13
H9 -0.901 -1.381 -2.217  0.15
H10 -1.892 -0.716 -0.985  0.07
H11 -1.577 -2.548 -0.938  0.14
H12 1.055 -1.671 1.191  0.17
H13 -0.198 -3.836 1.669  0.08
H14 -1.753 -3.259 1.499  0.12
H15 -0.642 -2.481 2.668  0.07

Atomic forces in eV per Å
2.0 -1.5 -0.3
0.6 1.5 -1.4
-2.7 -5.0 0.0
-2.6 -0.8 0.8
-1.0 -2.4 -3.6
3.5 2.3 -1.4
-3.2 -3.0 2.8
1.1 -2.5 -3.9
3.4 2.0 0.2
-2.5 -0.2 -3.6
0.3 -0.1 -1.0
-1.4 1.0 0.7
-0.3 1.6 0.2
1.0 0.2 -0.1
1.1 1.5 1.7
0.5 -0.9 0.2
1.3 2.9 1.8
0.0 0.4 0.9
-0.2 -0.4 2.1
-2.1 1.6 0.7
0.2 1.9 -0.1
-1.2 -0.9 0.4
1.3 -1.2 0.4
0.9 1.1 0.1
0.1 0.6 2.3

SMILES = C=C(C)/C(C)=N\[N+](C)=C\C
LUMO level = -3.995 eV
total charge = +1
calculated total energy = -11509.021 eV
HOMO = -13.44 eV
HOMO-LUMO gap = 9.448 eV

***

> The lowest LUMO level belongs to which entry?

C32H36N5O3

***

> Among the records above, which one has the lowest calculated total energy?

C32H36N5O3

***

> Look up the total charge of the third one.

+1